1.
Entry from the Open Molecules 2025 dataset: a 2-piece molecular cluster, C6H11BrN2SSi overall at a distorted geometry (ωB97M-V/def2-TZVPD).

Each line ends with the Löwdin charge.
CARTESIAN COORDINATES (ANGSTROEM)
H -1.801 -1.201 0.670  0.03
H -2.229 0.365 0.545  -0.02
H -1.842 -0.215 2.098  0.04
H -0.491 -1.751 -2.222  0.12
C 1.475 -1.521 0.247  -0.81
H 0.624 -4.233 -1.211  0.12
H 2.355 -3.388 0.463  0.19
S 2.096 -0.400 1.358  0.72
H -0.693 2.722 1.353  0.04
C 0.651 -3.186 -0.899  -0.08
H 1.093 2.628 -1.730  -0.07
H 0.709 1.088 -2.524  -0.06
Br -1.260 2.613 -2.560  0.39
H 0.078 1.528 2.456  0.02
C 0.405 1.844 -1.816  -0.61
H 1.060 2.718 1.464  0.03
N 1.564 -2.845 0.062  0.07
C -0.020 -2.036 -1.295  -0.07
N 0.469 -0.985 -0.506  -0.14
C -1.604 -0.220 1.060  -0.13
Si 0.016 0.563 0.426  0.50
C 0.186 2.075 1.506  -0.27

Its charge is 0. The spin multiplicity is 1. Its HOMO energy is -7.7 eV. The relative energy (zero: lowest compared OMol25 entry of this formula, charge and spin) comes out at 187.8 kJ/mol.


2.
Entry from the Open Molecules 2025 dataset: a single C4H5N3O molecule at a distorted geometry (ωB97M-V/def2-TZVPD).

Each line ends with the Löwdin charge.
CARTESIAN COORDINATES (ANGSTROEM)
C 2.185 -0.190 -0.209  0.02
H 3.287 0.177 -0.320  0.10
C -0.878 1.016 -0.034  -0.56
H 0.172 -2.074 0.459  0.19
N 1.277 0.646 0.332  0.10
N -0.826 2.275 -0.013  0.16
C -1.854 -1.023 0.085  -0.04
O -2.158 0.404 -0.242  0.01
H -2.761 -1.606 0.577  0.17
H 2.006 -1.173 -0.548  0.03
C -0.546 -1.184 -0.113  -0.05
H 0.085 2.581 0.067  0.00
N 0.010 0.151 -0.042  -0.13

Its charge is 0. The spin multiplicity is 1. Its structure (SMILES) is [H]/N=c1/occn1N=C. Its HOMO energy is -8.3 eV. The relative energy (zero: lowest compared OMol25 entry of this formula, charge and spin) comes out at 585.8 kJ/mol.


3.
Entry from the Open Molecules 2025 dataset: C3H2IrO2 as an isolated structure at a distorted geometry (ωB97M-V/def2-TZVPD).

Each line ends with the Löwdin charge.
CARTESIAN COORDINATES (ANGSTROEM)
C -0.316 0.338 -0.258  -0.48
O 0.971 0.678 0.036  0.01
H 1.947 0.058 1.810  0.20
O -0.484 -0.965 0.186  0.06
H 1.947 -1.484 0.345  0.31
Ir -1.561 1.378 -1.258  1.65
C 1.507 -0.317 0.880  0.00
C 0.554 -1.379 0.921  0.26

Its charge is +2. The spin multiplicity is 6. Its HOMO energy (spin up / spin down) is -17.2 / -21.9 eV. As for the expectation value of S²: 8.76. The relative energy (zero: lowest compared OMol25 entry of this formula, charge and spin) comes out at 349.4 kJ/mol.


4.
Entry from the Open Molecules 2025 dataset: an isolated ion of composition C3H4NS and charge +1 at a distorted geometry (ωB97M-V/def2-TZVPD).

Each line ends with the Löwdin charge.
CARTESIAN COORDINATES (ANGSTROEM)
S -1.818 0.617 0.059  1.07
H 0.134 1.551 -1.012  0.11
H 0.496 -2.163 0.148  0.13
H 0.389 1.488 0.816  0.11
H 1.712 -0.240 0.205  0.23
C -0.036 1.089 -0.069  -0.33
N 0.682 -0.142 -0.035  0.00
C -1.600 -0.978 -0.092  -0.30
C 0.040 -1.222 -0.020  -0.02

Its charge is +1. The spin multiplicity is 1. Its HOMO energy is -14.4 eV. The relative energy (zero: lowest compared OMol25 entry of this formula, charge and spin) comes out at 246.9 kJ/mol.


5.
Entry from the Open Molecules 2025 dataset: an isolated ion of composition C3H8NO and charge -1 at a distorted geometry (ωB97M-V/def2-TZVPD).

Each line ends with the Löwdin charge.
CARTESIAN COORDINATES (ANGSTROEM)
H -1.132 -1.987 -0.533  0.07
O 0.439 -1.518 0.770  -0.37
H -1.033 1.787 0.467  0.06
C 0.055 1.720 0.587  -0.19
H 0.323 -0.566 -1.834  0.09
C -0.624 -1.160 0.021  -0.55
H 0.373 2.772 0.454  0.05
N 0.678 0.885 -0.415  -0.16
H 0.258 1.399 1.614  0.07
H -1.092 0.410 -1.502  0.09
C -0.227 -0.072 -1.017  -0.30
H -1.418 -0.648 0.635  0.07
H 1.326 0.258 0.065  0.07

Its charge is -1. The spin multiplicity is 1. Its structure (SMILES) is CNCC[O-]. Its HOMO energy is -2.3 eV. The relative energy (zero: lowest compared OMol25 entry of this formula, charge and spin) comes out at 50.5 kJ/mol.


6.
Entry from the Open Molecules 2025 dataset: a single C9H10N2 molecule at a distorted geometry (ωB97M-V/def2-TZVPD).

Each line ends with the Löwdin charge.
CARTESIAN COORDINATES (ANGSTROEM)
C -0.552 0.081 -0.111  -0.20
N 3.187 0.580 0.445  -0.05
C -2.667 0.985 -0.381  -0.08
H 3.551 -1.525 -0.028  0.10
H -4.381 -0.071 0.141  0.11
C -1.288 1.116 -0.526  -0.03
C -1.262 -1.093 0.351  -0.09
C -3.287 -0.098 0.204  -0.15
C 1.814 0.962 0.683  -0.16
H -0.585 -1.934 0.666  0.13
N -2.550 -1.157 0.513  0.06
H 1.592 1.002 1.781  0.12
H 1.560 1.982 0.197  0.13
H 3.450 -0.340 -1.340  0.08
H -0.872 2.074 -0.859  0.13
H -3.254 1.847 -0.654  0.10
H 3.650 0.238 1.267  0.09
H 1.119 -1.646 -1.421  0.13
C 3.077 -0.643 -0.408  -0.17
C 1.572 -0.893 -0.757  -0.02
C 0.880 -0.015 -0.131  -0.25

Its charge is 0. The spin multiplicity is 1. Its structure (SMILES) is C1=C(c2cccnc2)CNC1. Its HOMO energy is -8.9 eV. The relative energy (zero: lowest compared OMol25 entry of this formula, charge and spin) comes out at 208.0 kJ/mol.